Record 1
{"formula": "C2H2INOS", "method": "wB97M-V/def2-TZVPD", "elements": ["C", "C", "N", "O", "S", "I", "H", "H"], "xyz": [[-0.89, 0.70, -1.29], [-0.46, 0.41, 0.09], [-1.06, 0.84, -2.41], [1.21, -1.81, -0.53], [0.34, -1.42, 0.52], [1.71, -0.38, 2.32], [0.33, 1.09, 0.47], [-1.19, 0.57, 0.82]], "relative_energy_ev": 0.000}

***

Record 2
{"formula": "C28H40BBrIN10O4PS2Tl", "method": "wB97M-V/def2-TZVPD", "elements": ["Tl", "C", "C", "C", "C", "N", "N", "B", "N", "C", "C", "C", "C", "N", "N", "C", "C", "C", "C", "N", "N", "C", "C", "C", "C", "N", "H", "H", "H", "H", "H", "H", "H", "H", "H", "H", "H", "H", "H", "H", "H", "H", "H", "H", "H", "H", "C", "C", "O", "P", "S", "S", "O", "C", "C", "H", "H", "H", "H", "H", "H", "H", "H", "H", "H", "C", "O", "C", "O", "N", "N", "H", "H", "H", "H", "H", "H", "Br", "C", "C", "C", "C", "C", "C", "I", "H", "H", "H", "H"], "xyz": [[-0.05, 0.17, -0.25], [3.13, 2.77, -1.33], [3.55, 1.90, -0.19], [4.59, 2.10, 0.75], [4.52, 1.00, 1.58], [3.52, 0.21, 1.14], [2.92, 0.76, 0.06], [2.94, -1.11, 1.74], [1.77, -0.72, 2.68], [1.84, -0.57, 4.02], [0.61, -0.17, 4.47], [-0.20, -0.11, 3.32], [-1.63, 0.30, 3.21], [0.51, -0.45, 2.25], [2.51, -2.09, 0.61], [3.15, -3.23, 0.28], [2.49, -3.80, -0.79], [1.43, -2.92, -1.07], [0.39, -3.03, -2.15], [1.45, -1.90, -0.22], [4.04, -1.85, 2.54], [5.39, -1.82, 2.46], [5.89, -2.84, 3.23], [4.75, -3.48, 3.75], [4.67, -4.68, 4.64], [3.65, -2.89, 3.32], [3.98, 3.36, -1.69], [2.77, 2.15, -2.16], [2.34, 3.46, -1.03], [5.27, 2.93, 0.81], [5.08, 0.77, 2.46], [2.77, -0.72, 4.56], [0.32, 0.04, 5.49], [-2.06, 0.44, 4.20], [-1.74, 1.23, 2.65], [-2.20, -0.46, 2.67], [4.02, -3.57, 0.82], [2.75, -4.72, -1.29], [0.32, -4.06, -2.50], [-0.59, -2.72, -1.77], [0.64, -2.37, -2.99], [5.91, -1.10, 1.85], [6.93, -3.08, 3.40], [5.63, -4.86, 5.13], [3.91, -4.53, 5.41], [4.40, -5.57, 4.07], [-6.85, -3.00, -0.82], [-5.35, -2.82, -0.91], [-5.08, -1.41, -0.85], [-3.54, -0.88, -0.90], [-3.67, 1.08, -0.81], [-2.42, -1.96, 0.32], [-3.08, -1.37, -2.39], [-3.38, -0.68, -3.60], [-4.76, -1.02, -4.12], [-7.11, -4.06, -0.80], [-7.35, -2.53, -1.68], [-7.23, -2.52, 0.09], [-4.96, -3.22, -1.85], [-4.84, -3.33, -0.09], [-2.61, -0.97, -4.31], [-3.32, 0.40, -3.43], [-4.87, -2.10, -4.24], [-4.93, -0.54, -5.08], [-5.52, -0.67, -3.42], [-0.15, 1.68, -6.53], [0.15, 0.72, -5.53], [-0.10, 1.01, -4.22], [0.12, 0.18, -3.37], [-0.61, 2.25, -3.97], [-0.85, 2.69, -2.66], [0.04, 1.19, -7.48], [0.50, 2.56, -6.45], [-1.20, 1.99, -6.50], [-0.64, 2.97, -4.66], [-1.61, 2.16, -2.26], [-0.03, 2.47, -2.09], [0.65, 6.38, 3.43], [-0.88, 5.64, 2.60], [-2.05, 6.39, 2.64], [-3.21, 5.90, 2.06], [-3.20, 4.66, 1.43], [-2.03, 3.92, 1.39], [-0.86, 4.40, 1.97], [0.83, 3.19, 1.84], [-2.05, 7.35, 3.14], [-4.12, 6.49, 2.09], [-4.10, 4.26, 0.98], [-2.04, 2.94, 0.91]], "relative_energy_ev": 0.175, "total_charge": -1}

***

Record 3
{"formula": "C20H40NO10", "method": "wB97M-V/def2-TZVPD", "elements": ["C", "C", "C", "C", "N", "C", "C", "O", "C", "O", "C", "O", "O", "H", "H", "H", "H", "H", "H", "H", "H", "H", "H", "H", "H", "C", "O", "C", "C", "O", "C", "C", "O", "C", "H", "H", "H", "H", "H", "H", "H", "H", "H", "H", "H", "H", "H", "H", "C", "O", "C", "C", "O", "C", "C", "O", "C", "H", "H", "H", "H", "H", "H", "H", "H", "H", "H", "H", "H", "H", "H"], "xyz": [[4.41, 0.43, -4.34], [3.34, 1.00, -4.91], [2.89, 2.46, -4.71], [1.60, 2.69, -3.83], [0.33, 2.79, -4.54], [-0.01, 1.72, -5.46], [-0.92, 0.58, -4.84], [-0.52, -0.72, -5.36], [0.10, -1.49, -4.40], [1.12, -1.16, -3.88], [1.53, 1.78, -2.53], [0.42, 1.59, -1.97], [2.59, 1.27, -2.01], [4.98, 0.94, -3.54], [4.68, -0.61, -4.64], [2.78, 0.35, -5.62], [2.77, 2.97, -5.70], [3.73, 2.99, -4.20], [1.75, 3.72, -3.38], [0.14, 3.71, -4.90], [-0.63, 2.18, -6.27], [0.83, 1.21, -5.99], [-0.99, 0.62, -3.73], [-1.96, 0.72, -5.23], [-0.32, -2.47, -4.06], [1.47, 0.37, 0.90], [1.86, -0.19, 2.15], [0.95, -1.14, 2.66], [1.66, -2.39, 3.16], [2.28, -3.19, 2.16], [3.41, -2.65, 1.48], [4.65, -2.43, 2.34], [4.47, -1.37, 3.27], [4.93, -1.66, 4.57], [0.81, 1.22, 1.07], [2.36, 0.74, 0.39], [0.99, -0.36, 0.25], [0.20, -1.42, 1.92], [0.43, -0.67, 3.51], [0.90, -3.04, 3.61], [2.36, -2.17, 3.97], [3.14, -1.74, 0.94], [3.68, -3.39, 0.72], [5.49, -2.15, 1.69], [4.91, -3.37, 2.85], [4.67, -2.69, 4.87], [4.44, -0.98, 5.26], [6.01, -1.52, 4.64], [-2.91, 0.51, -0.24], [-3.00, 0.36, 1.17], [-2.93, 1.58, 1.87], [-4.00, 1.67, 2.95], [-5.34, 1.76, 2.48], [-5.90, 0.63, 1.83], [-6.08, -0.61, 2.71], [-4.84, -1.20, 3.06], [-4.75, -1.56, 4.42], [-1.85, 0.53, -0.54], [-3.37, -0.36, -0.71], [-3.41, 1.41, -0.60], [-3.01, 2.44, 1.21], [-1.94, 1.62, 2.36], [-3.82, 2.61, 3.50], [-3.90, 0.88, 3.69], [-5.34, 0.39, 0.93], [-6.89, 0.94, 1.51], [-6.65, -1.36, 2.14], [-6.67, -0.34, 3.60], [-5.19, -0.80, 5.08], [-3.69, -1.65, 4.67], [-5.24, -2.53, 4.59]], "e_tot_ev": -43349.3513, "total_charge": -1}

***

Record 4
{"formula": "C9H13OPS", "method": "wB97M-V/def2-TZVPD", "elements": ["C", "C", "C", "C", "C", "C", "C", "C", "C", "O", "P", "S", "H", "H", "H", "H", "H", "H", "H", "H", "H", "H", "H", "H", "H"], "xyz": [[3.98, 0.41, 0.06], [3.30, 0.17, 1.21], [3.56, -0.12, -1.16], [2.06, -0.42, 1.09], [2.28, -0.70, -1.29], [1.52, -0.77, -0.14], [-3.16, -1.05, 0.64], [-1.75, 1.07, 0.51], [-1.87, -0.38, 0.96], [-0.44, -0.91, -1.87], [-0.11, -1.52, -0.40], [-0.09, -3.47, -0.50], [4.98, 0.84, 0.14], [3.78, 0.46, 2.13], [4.22, 0.05, -1.99], [1.53, -0.54, 2.04], [1.80, -0.80, -2.24], [-3.16, -2.11, 0.67], [-3.86, -0.74, 1.46], [-3.37, -0.48, -0.29], [-1.83, 1.27, -0.57], [-0.77, 1.32, 0.84], [-2.28, 1.78, 1.06], [-1.42, -0.48, 2.01], [-1.15, -1.61, -2.23]], "relative_energy_ev": 0.081}

***

Record 5
{"formula": "C20H50F2KNO14S2", "method": "wB97M-V/def2-TZVPD", "elements": ["K", "N", "S", "O", "O", "F", "S", "O", "O", "F", "C", "O", "C", "C", "O", "C", "H", "H", "H", "H", "H", "H", "H", "H", "H", "H", "C", "O", "C", "C", "O", "C", "H", "H", "H", "H", "H", "H", "H", "H", "H", "H", "C", "O", "C", "C", "O", "C", "H", "H", "H", "H", "H", "H", "H", "H", "H", "H", "C", "O", "C", "C", "O", "C", "H", "H", "H", "H", "H", "H", "H", "H", "H", "H", "C", "O", "C", "C", "O", "C", "H", "H", "H", "H", "H", "H", "H", "H", "H", "H"], "xyz": [[14.50, 8.02, 0.34], [14.98, 5.26, 0.68], [16.08, 4.31, 0.31], [16.75, 4.34, -1.00], [16.21, 3.03, 1.02], [17.18, 5.23, 1.06], [13.75, 4.19, 0.11], [13.39, 3.16, 1.13], [13.74, 3.80, -1.28], [12.49, 5.25, 0.23], [5.91, 7.78, -1.01], [6.60, 6.58, -0.50], [8.01, 6.75, -0.33], [8.87, 5.50, -0.06], [8.54, 4.87, 1.23], [9.43, 3.85, 1.58], [6.20, 8.06, -2.02], [6.19, 8.64, -0.40], [4.82, 7.75, -0.98], [8.13, 7.59, 0.35], [8.50, 7.18, -1.21], [9.85, 5.94, 0.14], [8.89, 4.84, -0.92], [10.48, 4.02, 1.85], [9.55, 3.01, 0.89], [8.92, 3.50, 2.47], [14.81, 2.74, 4.17], [15.81, 3.71, 4.41], [17.16, 3.43, 4.22], [18.12, 4.59, 4.65], [17.85, 5.84, 4.02], [18.92, 6.75, 4.38], [13.89, 3.24, 4.48], [14.89, 1.99, 4.95], [14.80, 2.37, 3.15], [17.36, 3.19, 3.18], [17.51, 2.57, 4.79], [19.17, 4.31, 4.54], [18.06, 4.81, 5.71], [18.84, 6.98, 5.45], [18.72, 7.59, 3.72], [19.93, 6.42, 4.15], [7.75, 5.88, -3.71], [8.94, 5.22, -3.22], [9.44, 4.23, -4.08], [10.43, 3.25, -3.53], [9.90, 2.58, -2.39], [10.83, 1.68, -1.86], [7.74, 6.89, -3.30], [7.01, 5.18, -3.33], [7.48, 5.87, -4.77], [9.97, 4.91, -4.74], [8.79, 3.61, -4.70], [11.28, 3.87, -3.23], [10.82, 2.62, -4.33], [11.71, 2.01, -1.31], [11.23, 1.03, -2.63], [10.37, 1.03, -1.10], [16.25, -3.75, 2.34], [16.43, -3.15, 3.59], [15.71, -1.85, 3.67], [16.17, -0.76, 2.66], [15.84, -1.18, 1.37], [16.12, -0.17, 0.48], [16.29, -4.84, 2.35], [17.02, -3.39, 1.65], [15.30, -3.49, 1.87], [15.77, -1.42, 4.67], [14.62, -1.92, 3.59], [17.22, -0.55, 2.88], [15.56, 0.10, 2.91], [17.03, 0.40, 0.65], [15.35, 0.60, 0.53], [16.20, -0.61, -0.52], [19.94, -2.70, 0.96], [19.25, -2.17, -0.16], [19.98, -2.09, -1.39], [19.25, -1.09, -2.26], [19.29, 0.23, -1.60], [18.47, 1.23, -2.21], [20.80, -2.06, 1.14], [20.29, -3.65, 0.56], [19.39, -2.89, 1.88], [20.00, -3.10, -1.80], [21.00, -1.72, -1.26], [18.20, -1.36, -2.40], [19.61, -1.04, -3.29], [18.01, 0.88, -3.14], [19.04, 2.10, -2.53], [17.60, 1.66, -1.72]], "e_tot_ev": -95126.4790, "multiplicity": 2, "total_charge": -1}

***

Record 6
{"formula": "C3H8ClN2OPS2", "method": "wB97M-V/def2-TZVPD", "elements": ["C", "C", "C", "N", "N", "O", "P", "S", "S", "Cl", "H", "H", "H", "H", "H", "H", "H", "H"], "xyz": [[0.84, -3.42, -0.38], [-1.47, -0.54, -1.83], [3.48, 2.77, 1.01], [2.10, -3.14, -0.86], [0.06, -2.36, -0.05], [-1.25, -0.23, -0.42], [0.21, -0.67, 0.31], [0.33, -4.94, 0.05], [1.62, -0.04, -0.97], [1.91, 2.56, 0.67], [-2.56, -0.62, -2.00], [-0.72, -1.32, -2.11], [-1.26, 0.30, -2.47], [3.94, 2.13, 1.75], [4.01, 3.56, 0.50], [2.21, -2.25, -1.30], [2.74, -3.92, -0.93], [-0.80, -2.65, 0.37]], "e_tot_ev": -51747.8212}

***

Record 7
{"formula": "C33H38GdN4S", "method": "wB97M-V/def2-TZVPD", "elements": ["Gd", "N", "N", "C", "C", "C", "C", "H", "H", "H", "C", "C", "H", "H", "H", "C", "C", "H", "H", "H", "C", "H", "H", "H", "C", "H", "H", "H", "C", "H", "C", "H", "C", "H", "C", "H", "C", "C", "H", "C", "C", "H", "C", "H", "N", "C", "C", "C", "H", "C", "C", "H", "H", "H", "C", "H", "C", "C", "H", "H", "H", "C", "H", "H", "H", "S", "C", "N", "C", "C", "C", "C", "H", "H", "H", "H", "H"], "xyz": [[0.03, -0.19, 0.58], [0.73, -0.51, 4.22], [2.36, 0.86, 0.60], [-1.90, 1.18, -0.49], [-1.49, 1.93, 0.66], [-1.90, 1.20, 1.82], [-1.66, 1.58, 3.24], [-1.31, 2.62, 3.32], [-0.90, 0.94, 3.72], [-2.59, 1.48, 3.82], [-2.55, 0.01, 1.40], [-3.23, -0.97, 2.30], [-4.27, -0.66, 2.52], [-2.71, -1.06, 3.26], [-3.27, -1.97, 1.86], [-2.56, -0.01, -0.03], [-3.22, -1.04, -0.87], [-2.94, -2.06, -0.56], [-2.95, -0.94, -1.93], [-4.32, -0.97, -0.80], [-0.80, 3.25, 0.64], [-1.52, 4.09, 0.68], [-0.20, 3.39, -0.27], [-0.12, 3.36, 1.50], [-1.72, 1.58, -1.92], [-1.61, 0.71, -2.58], [-0.82, 2.20, -2.05], [-2.58, 2.17, -2.29], [0.76, -1.60, 4.98], [0.06, -1.65, 5.85], [1.68, -2.66, 4.71], [1.71, -3.49, 5.43], [2.49, -2.59, 3.56], [3.20, -3.42, 3.35], [2.40, -1.45, 2.74], [2.99, -1.38, 1.84], [1.51, -0.37, 3.09], [1.19, 0.78, 2.31], [1.44, 1.77, 2.73], [1.73, 0.75, -0.55], [3.53, 1.55, 0.47], [4.14, 1.81, 1.32], [3.67, 1.87, -0.84], [4.48, 2.32, -1.38], [2.52, 1.37, -1.47], [2.05, 1.63, -2.74], [2.02, 2.96, -3.18], [1.50, 3.25, -4.44], [1.49, 4.30, -4.80], [0.97, 2.23, -5.26], [0.46, 2.53, -6.63], [-0.40, 1.90, -6.86], [1.24, 2.34, -7.39], [0.17, 3.58, -6.71], [0.92, 0.92, -4.75], [0.46, 0.12, -5.38], [1.45, 0.61, -3.50], [1.36, -0.81, -3.02], [2.13, -1.06, -2.29], [1.47, -1.50, -3.87], [0.37, -1.05, -2.58], [2.46, 4.09, -2.30], [3.52, 4.04, -2.03], [1.87, 4.17, -1.37], [2.30, 5.02, -2.85], [0.14, -2.85, -0.16], [-0.76, -3.75, 0.98], [-1.34, -4.93, 0.50], [-2.05, -5.77, 1.34], [-2.19, -5.47, 2.65], [-1.62, -4.30, 3.18], [-0.89, -3.45, 2.32], [-1.22, -5.14, -0.46], [-2.46, -6.66, 0.83], [-2.75, -6.14, 3.32], [-1.72, -4.04, 4.22], [-0.40, -2.55, 2.70]], "e_tot_ev": -72463.0096, "multiplicity": 8, "total_charge": -1}

***

Record 8
{"formula": "C27H36AsF6N5O", "method": "wB97M-V/def2-TZVPD", "elements": ["C", "C", "O", "N", "H", "H", "C", "H", "H", "H", "H", "H", "H", "C", "N", "C", "C", "C", "C", "C", "C", "C", "C", "N", "C", "C", "C", "H", "H", "H", "H", "H", "H", "H", "H", "H", "H", "H", "H", "H", "H", "C", "N", "C", "C", "C", "C", "C", "C", "C", "C", "N", "C", "C", "C", "H", "H", "H", "H", "H", "H", "H", "H", "H", "H", "H", "H", "H", "H", "As", "F", "F", "F", "F", "F", "F"], "xyz": [[-15.91, 21.62, -25.54], [-14.54, 21.62, -24.88], [-13.53, 21.78, -25.47], [-14.57, 21.56, -23.38], [-13.60, 21.66, -23.05], [-15.15, 22.31, -23.00], [-15.08, 20.20, -22.88], [-16.58, 20.87, -25.14], [-15.62, 21.32, -26.56], [-16.30, 22.59, -25.84], [-16.08, 19.95, -23.21], [-15.27, 20.29, -21.81], [-14.29, 19.47, -23.01], [-16.15, 30.68, -14.92], [-16.08, 30.37, -16.37], [-17.26, 30.40, -17.05], [-17.30, 29.85, -18.33], [-16.12, 29.40, -18.92], [-14.92, 29.53, -18.24], [-14.94, 29.95, -16.92], [-16.18, 28.67, -20.21], [-16.06, 27.26, -20.28], [-16.18, 26.73, -21.53], [-16.32, 27.51, -22.65], [-16.52, 28.83, -22.55], [-16.53, 29.44, -21.30], [-16.05, 26.97, -23.99], [-16.32, 31.74, -14.71], [-15.19, 30.40, -14.50], [-16.94, 30.13, -14.42], [-18.10, 30.68, -16.44], [-18.21, 29.85, -18.92], [-14.02, 29.06, -18.62], [-14.15, 29.75, -16.21], [-15.91, 26.72, -19.36], [-15.99, 25.70, -21.79], [-16.91, 29.40, -23.38], [-16.67, 30.51, -21.24], [-16.52, 26.00, -24.09], [-14.98, 26.96, -24.18], [-16.37, 27.70, -24.74], [-23.55, 21.84, -13.64], [-22.31, 21.82, -14.45], [-21.94, 20.72, -15.13], [-20.85, 20.72, -15.99], [-20.07, 21.87, -16.10], [-20.55, 23.02, -15.50], [-21.62, 22.98, -14.61], [-18.80, 21.79, -16.93], [-17.79, 22.73, -16.82], [-16.59, 22.60, -17.53], [-16.47, 21.61, -18.42], [-17.47, 20.69, -18.57], [-18.63, 20.73, -17.82], [-15.16, 21.26, -19.04], [-24.05, 22.81, -13.65], [-23.35, 21.57, -12.61], [-24.19, 21.08, -14.07], [-22.39, 19.79, -14.81], [-20.51, 19.76, -16.35], [-19.99, 23.94, -15.54], [-22.01, 23.84, -14.11], [-17.91, 23.65, -16.27], [-15.81, 23.33, -17.37], [-17.27, 19.80, -19.15], [-19.36, 19.96, -18.01], [-14.34, 21.85, -18.64], [-15.30, 21.34, -20.11], [-15.02, 20.20, -18.85], [-13.02, 24.43, -21.69], [-14.36, 23.83, -20.63], [-14.20, 24.45, -23.04], [-11.83, 25.04, -22.79], [-11.87, 24.41, -20.40], [-12.58, 22.75, -22.04], [-13.54, 26.05, -21.27]], "relative_energy_ev": 1.231, "total_charge": 4}

***

Record 9
{"formula": "C3H7BO", "method": "wB97M-V/def2-TZVPD", "elements": ["B", "C", "C", "C", "O", "H", "H", "H", "H", "H", "H", "H"], "xyz": [[1.55, -0.57, -0.45], [-1.79, 0.08, -0.04], [0.83, -0.34, 0.84], [-0.58, 0.85, -0.37], [-2.65, 0.36, 0.73], [2.20, 0.37, -0.90], [1.29, -1.55, -1.06], [-1.70, -0.89, -0.44], [1.06, 0.44, 1.56], [0.36, -1.16, 1.35], [-0.15, 0.60, -1.39], [-0.42, 1.81, 0.18]], "relative_energy_ev": 2.013, "multiplicity": 3}

***

Record 10
{"formula": "C3H6F2OSi", "method": "wB97M-V/def2-TZVPD", "elements": ["C", "C", "C", "O", "F", "F", "Si", "H", "H", "H", "H", "H", "H"], "xyz": [[1.08, 2.12, -0.19], [-0.20, 1.89, 0.15], [0.28, -2.32, 0.09], [0.26, -0.87, -0.05], [-2.18, -0.16, 1.14], [-1.86, 0.04, -1.29], [-0.95, 0.19, 0.03], [1.63, 3.00, -0.01], [1.80, 1.46, -0.60], [-0.85, 2.77, 0.52], [0.90, -2.73, 0.98], [0.82, -2.56, -0.91], [-0.71, -2.84, 0.15]], "relative_energy_ev": 0.098, "smiles": "C=C[Si](F)(F)OC"}

***

Record 11
{"formula": "C4H8ClNiO", "method": "wB97M-V/def2-TZVPD", "elements": ["Ni", "Cl", "C", "C", "C", "O", "C", "H", "H", "H", "H", "H", "H", "H", "H"], "xyz": [[-1.32, -2.36, 2.00], [-2.06, -3.26, -0.04], [0.52, 1.40, 0.10], [0.83, 0.49, -1.00], [0.43, -0.88, -0.43], [-0.28, -0.66, 0.76], [-0.65, 0.74, 0.74], [0.21, 2.40, -0.23], [1.37, 1.56, 0.76], [1.88, 0.59, -1.29], [0.28, 0.79, -1.89], [1.36, -1.42, -0.24], [-0.15, -1.34, -1.23], [-0.80, 1.02, 1.78], [-1.59, 0.95, 0.23]], "e_tot_ev": -59866.5863, "multiplicity": 4, "total_charge": 2}